{
  "formula": "C75H65Cl2I2N3O3P3TeW",
  "method": "ωB97M-V with the def2-TZVPD basis set",
  "species": ["W", "Cl", "C", "C", "C", "Cl", "C", "C", "C", "C", "N", "C", "C", "O", "H", "H", "H", "H", "I", "C", "I", "H", "H", "N", "P", "C", "C", "C", "C", "C", "C", "C", "C", "C", "C", "C", "C", "P", "C", "C", "C", "C", "C", "C", "C", "C", "C", "C", "C", "C", "H", "H", "H", "H", "H", "H", "H", "H", "H", "H", "H", "H", "H", "H", "H", "H", "H", "H", "H", "H", "H", "O", "P", "C", "C", "C", "C", "C", "C", "C", "C", "C", "C", "C", "C", "C", "C", "C", "C", "C", "C", "H", "H", "H", "H", "H", "H", "H", "H", "H", "H", "H", "H", "H", "H", "H", "C", "C", "C", "C", "C", "C", "Te", "N", "C", "O", "C", "C", "C", "C", "C", "C", "C", "C", "C", "C", "C", "C", "C", "C", "C", "C", "H", "H", "H", "H", "H", "H", "H", "H", "H", "H", "H", "H", "H", "H", "H", "H", "H", "H", "H", "H", "H", "H", "H"],
  "positions_angstrom": [[-0.235145, 0.016727, 0.390478], [-2.942828, 0.594077, 4.489803], [-1.996849, -0.772647, 4.037755], [-1.948459, -1.881293, 4.868770], [-1.175187, -2.980042, 4.544850], [-1.147031, -4.323847, 5.622602], [-0.442036, -3.041713, 3.338870], [0.277129, -4.164462, 2.882410], [0.891377, -4.096173, 1.629945], [0.841589, -2.947783, 0.883989], [0.152291, -1.806283, 1.277489], [-0.496612, -1.894725, 2.505588], [-1.259384, -0.763391, 2.846982], [-1.259392, 0.245357, 1.945696], [-2.526327, -1.881653, 5.776721], [0.329565, -5.057905, 3.479628], [1.440953, -4.941000, 1.245780], [1.348050, -2.893792, -0.075557], [0.719893, 1.109082, -2.638502], [3.301704, 0.347964, -1.917387], [2.703551, -0.159492, 0.068586], [3.981441, 1.187815, -1.954623], [3.593096, -0.507739, -2.509256], [-0.951363, 1.859738, -0.124115], [-1.751194, 0.730595, -2.613363], [-2.316762, 2.221249, -3.541481], [-3.064895, 2.160692, -4.712373], [-3.604027, 3.320095, -5.244405], [-3.417695, 4.540519, -4.616636], [-2.671180, 4.607753, -3.452776], [-2.134139, 3.452788, -2.924059], [-1.914209, -0.526009, -3.918214], [-2.808439, -1.577547, -3.743387], [-3.021670, -2.483165, -4.768434], [-2.336034, -2.351644, -5.964761], [-1.419970, -1.321614, -6.129675], [-1.212603, -0.403525, -5.117344], [0.326531, 2.493149, 0.814493], [-0.534625, 3.843491, 1.707346], [-0.583646, 3.883297, 3.094635], [-1.206991, 4.942429, 3.736346], [-1.803562, 5.950542, 2.994677], [-1.782785, 5.898107, 1.609210], [-1.144840, 4.853769, 0.967673], [1.493226, 3.504581, -0.232899], [2.829995, 3.422763, 0.157476], [3.817180, 4.102404, -0.533799], [3.489021, 4.868579, -1.639660], [2.169688, 4.936666, -2.051709], [1.179392, 4.271230, -1.351196], [-1.800160, 2.435034, -0.064657], [-3.239491, 1.220778, -5.211657], [-4.185659, 3.262220, -6.152168], [-3.869081, 5.431527, -5.022105], [-2.517270, 5.553139, -2.957085], [-1.563733, 3.495047, -2.012127], [-3.334744, -1.700338, -2.795899], [-3.729315, -3.286131, -4.628293], [-2.517977, -3.053133, -6.765441], [-0.873189, -1.229582, -7.054973], [-0.514808, 0.415080, -5.253219], [-0.127325, 3.095457, 3.678811], [-1.212719, 4.991704, 4.815934], [-2.278157, 6.784775, 3.490271], [-2.243570, 6.683223, 1.026248], [-1.106652, 4.839433, -0.110629], [3.114251, 2.818332, 1.010227], [4.843867, 4.014711, -0.214244], [4.256789, 5.403821, -2.176841], [1.903710, 5.494814, -2.935393], [0.168668, 4.339682, -1.718835], [1.213261, 0.351925, 2.494860], [2.076588, 0.095165, 3.731601], [3.458481, -0.971227, 3.237637], [3.285189, -2.342342, 3.088094], [4.343273, -3.130586, 2.668063], [5.568938, -2.549412, 2.383899], [5.731101, -1.176442, 2.492114], [4.679429, -0.384094, 2.915950], [1.186438, -0.556463, 5.175586], [1.546878, -1.710890, 5.858458], [0.930750, -2.023932, 7.058604], [-0.024065, -1.178260, 7.593994], [-0.376703, -0.017932, 6.924982], [0.228044, 0.292123, 5.722746], [2.792998, 1.614383, 4.404279], [3.521350, 1.484997, 5.584934], [4.093389, 2.597081, 6.169985], [3.943665, 3.844212, 5.579735], [3.214149, 3.977332, 4.409396], [2.635939, 2.863431, 3.823415], [2.330294, -2.792842, 3.316052], [4.211882, -4.198684, 2.578338], [6.398539, -3.166460, 2.075354], [6.682607, -0.725136, 2.259002], [4.809669, 0.685147, 3.014683], [2.326928, -2.352340, 5.481052], [1.218990, -2.916822, 7.590898], [-0.475376, -1.409512, 8.545120], [-1.105796, 0.651709, 7.353072], [-0.025610, 1.210336, 5.211463], [3.634051, 0.511667, 6.040363], [4.649403, 2.494999, 7.088914], [4.391240, 4.712719, 6.037950], [3.087253, 4.947589, 3.952644], [2.055159, 2.969860, 2.914587], [-8.164134, -3.291440, 2.568821], [-6.981850, -2.781954, 1.818174], [-5.688407, -3.190596, 2.110510], [-4.590864, -2.674132, 1.437979], [-3.255969, -3.255250, 1.745443], [-4.762475, -1.684541, 0.452518], [-3.032737, -0.509396, -0.258490], [-0.240582, -1.061344, -1.169945], [-0.749920, -2.240916, -1.417898], [-1.803726, -2.578882, -0.778847], [-0.171652, -3.196358, -2.379973], [0.852345, -2.842955, -3.256752], [1.350544, -3.787063, -4.134800], [0.845270, -5.078079, -4.129323], [-0.171943, -5.431262, -3.256427], [-0.685315, -4.491881, -2.386408], [-4.215144, 1.319569, -0.606699], [-4.618811, 1.566886, -1.921367], [-5.300077, 2.716756, -2.266045], [-5.567635, 3.663942, -1.290889], [-5.169029, 3.435869, 0.012385], [-4.504220, 2.265321, 0.376477], [-4.142953, 2.049976, 1.810162], [-6.074248, -1.428025, 0.006295], [-6.405301, -0.733920, -1.273259], [-7.143295, -1.935306, 0.727272], [-7.867791, -3.747848, 3.509920], [-8.683637, -4.043410, 1.973635], [-8.870855, -2.485219, 2.759914], [-5.523061, -3.939623, 2.871078], [-3.133740, -3.444092, 2.806749], [-2.456257, -2.609014, 1.395070], [-3.150867, -4.203518, 1.221357], [1.237804, -1.831366, -3.253807], [2.138376, -3.520505, -4.821728], [1.247993, -5.815381, -4.806080], [-0.561019, -6.437362, -3.258743], [-1.479792, -4.744110, -1.700758], [-4.430184, 0.818923, -2.686897], [-5.618614, 2.869422, -3.285589], [-6.089204, 4.573127, -1.546464], [-5.379605, 4.168745, 0.777783], [-3.792230, 2.968365, 2.277373], [-3.370336, 1.288042, 1.917447], [-5.018758, 1.719134, 2.366934], [-5.568008, -0.805820, -1.961984], [-6.660215, 0.310758, -1.113927], [-7.272038, -1.215028, -1.721158], [-8.139973, -1.684019, 0.397300]],
  "forces_ev_per_angstrom": [[0.9, 0.8, -3.7], [0.2, -0.2, 0.0], [0.5, 0.6, -1.7], [0.5, -1.2, 0.1], [-0.6, 0.5, 0.4], [0.0, -0.1, 0.0], [0.2, 0.2, -0.4], [0.1, 0.5, -1.0], [-0.4, -0.7, 1.3], [-1.1, 2.6, -0.1], [0.7, -3.7, 2.1], [0.5, -0.3, -0.4], [-0.7, 0.2, 0.7], [-0.7, -0.6, 3.0], [0.0, 0.0, 0.2], [0.0, -0.2, 0.1], [0.0, -0.1, -0.1], [-0.1, 0.1, 0.2], [3.0, 0.8, -0.8], [-1.7, -0.2, 0.4], [0.8, 0.4, -1.0], [-0.2, 0.3, 0.1], [-0.2, -0.1, 0.0], [0.5, 0.6, 0.7], [-0.3, 0.3, -1.6], [-0.1, -0.8, 0.3], [-0.1, 0.2, -0.2], [0.0, -0.2, -0.2], [0.0, 0.0, 0.0], [0.1, 0.1, 0.0], [0.2, 0.1, 0.1], [-0.4, 0.0, 0.4], [-0.1, 0.0, 0.1], [0.0, -0.1, -0.1], [0.0, -0.1, 0.1], [0.0, 0.0, 0.0], [0.0, 0.0, 0.0], [-0.3, 1.8, -1.3], [0.2, -0.4, 0.3], [0.0, 0.0, 0.0], [-0.1, 0.1, 0.1], [0.0, 0.0, 0.1], [0.0, 0.0, -0.1], [0.0, -0.1, 0.1], [0.0, -0.6, 0.4], [-0.1, 0.0, 0.1], [0.1, 0.1, -0.1], [0.1, -0.1, 0.1], [-0.1, 0.0, 0.0], [-0.1, 0.0, 0.1], [0.0, -0.8, -0.1], [0.0, -0.1, 0.0], [0.0, 0.0, -0.1], [0.0, 0.1, -0.1], [0.0, 0.1, 0.1], [0.0, 0.0, 0.2], [0.1, 0.0, -0.3], [0.0, -0.1, 0.0], [0.0, 0.0, -0.1], [0.1, 0.0, -0.1], [0.0, -0.1, -0.1], [0.0, -0.1, 0.0], [0.0, 0.0, 0.1], [0.0, 0.0, 0.1], [0.0, 0.0, 0.0], [0.0, 0.0, -0.1], [0.0, 0.0, 0.0], [0.1, 0.1, 0.0], [0.1, 0.0, -0.1], [0.0, 0.1, -0.1], [-0.1, 0.0, 0.0], [1.0, -0.1, 1.5], [-0.2, 0.3, -0.8], [-0.2, 0.3, 0.6], [0.0, 0.1, 0.1], [-0.1, 0.0, 0.0], [0.0, 0.0, -0.1], [0.0, 0.0, 0.0], [0.0, -0.1, 0.2], [0.4, 0.1, -0.3], [0.0, 0.0, 0.0], [0.1, -0.1, 0.1], [0.1, -0.1, 0.0], [0.0, 0.1, 0.0], [0.1, 0.1, 0.0], [0.0, -0.4, 0.0], [0.0, 0.1, 0.0], [0.0, 0.0, 0.1], [-0.1, 0.0, -0.1], [0.0, 0.1, 0.0], [-0.1, -0.1, -0.3], [0.1, 0.0, 0.0], [0.0, -0.1, 0.0], [0.1, -0.1, 0.0], [0.1, 0.0, 0.0], [0.0, 0.0, 0.0], [0.1, -0.1, 0.0], [0.0, -0.1, 0.0], [-0.1, -0.1, 0.1], [-0.1, 0.1, 0.0], [-0.1, 0.1, 0.0], [0.0, -0.1, 0.1], [0.1, 0.0, 0.1], [0.0, 0.1, 0.0], [0.0, 0.1, 0.0], [0.1, 0.0, 0.1], [-0.1, -0.1, 0.0], [0.3, 0.2, -0.2], [-0.3, 0.2, -0.1], [0.4, 0.4, -0.2], [0.2, 0.0, 0.0], [-0.3, -0.5, 0.0], [-2.5, 0.6, -0.9], [0.8, 1.1, 1.6], [-1.9, -1.1, 0.6], [0.4, -0.4, -0.8], [0.0, 0.0, 0.0], [-0.1, 0.1, 0.2], [0.1, 0.0, 0.0], [0.1, 0.0, -0.1], [0.0, 0.0, 0.0], [0.0, 0.0, 0.0], [0.3, 0.0, 0.0], [0.1, -0.3, 0.2], [-0.1, -0.1, 0.0], [0.0, 0.0, 0.0], [0.0, 0.0, -0.1], [0.2, -0.2, 0.1], [0.0, -0.1, 0.0], [0.4, 0.2, -0.2], [-0.1, 0.1, 0.0], [0.2, -0.1, 0.3], [-0.1, 0.0, 0.1], [-0.1, -0.1, 0.0], [0.0, 0.0, 0.1], [0.1, -0.1, 0.1], [0.0, 0.0, 0.1], [-0.1, -0.2, 0.0], [0.1, -0.1, -0.1], [0.0, 0.0, 0.0], [0.1, 0.0, -0.1], [0.0, -0.1, -0.1], [0.0, -0.1, 0.0], [-0.1, 0.0, 0.0], [-0.1, 0.1, 0.0], [0.0, 0.0, -0.1], [-0.1, 0.1, 0.0], [0.0, 0.1, 0.1], [0.1, 0.1, 0.0], [-0.1, 0.1, 0.0], [-0.1, -0.1, 0.1], [-0.1, 0.0, -0.2], [0.0, 0.1, -0.1], [0.0, -0.1, -0.1], [-0.2, 0.0, -0.1]],
  "mulliken_spin": [0.7071, 0.0045, 0.0263, -0.0194, 0.0210, 0.0034, -0.0099, 0.0675, -0.0169, 0.0784, -0.0559, 0.0301, 0.0116, 0.0109, 0.0054, -0.0088, 0.0030, 0.0045, 0.0185, -0.0073, -0.0097, 0.0001, 0.0001, 0.0277, -0.0180, -0.0021, 0.0013, -0.0004, 0.0002, -0.0005, 0.0008, 0.0015, -0.0052, -0.0029, 0.0011, -0.0005, 0.0005, 0.0577, 0.0388, -0.0168, 0.0015, -0.0005, 0.0021, 0.0090, 0.0275, 0.0288, 0.0003, 0.0005, -0.0023, 0.0012, -0.0027, 0.0002, 0.0000, 0.0001, -0.0001, 0.0021, 0.0038, 0.0000, 0.0002, 0.0000, 0.0005, 0.0055, 0.0000, -0.0001, 0.0001, 0.0006, -0.0001, 0.0001, 0.0002, 0.0002, 0.0024, -0.0397, 0.0225, -0.0053, 0.0033, 0.0068, -0.0003, -0.0008, -0.0010, -0.0036, -0.0001, 0.0027, -0.0010, 0.0010, -0.0017, 0.0026, -0.0006, -0.0003, 0.0001, 0.0012, -0.0307, -0.0143, 0.0002, 0.0000, 0.0000, 0.0013, -0.0029, 0.0005, -0.0001, 0.0000, 0.0007, -0.0002, -0.0001, 0.0000, 0.0001, 0.0310, 0.0000, 0.0009, -0.0001, 0.0056, 0.0064, -0.0080, 0.0747, -0.0762, 0.0176, -0.0144, -0.0005, 0.0008, -0.0007, 0.0015, -0.0015, -0.0008, 0.0053, -0.0001, -0.0001, -0.0001, 0.0006, -0.0090, 0.0041, 0.0025, 0.0000, 0.0001, -0.0001, 0.0000, 0.0000, -0.0003, -0.0007, -0.0056, -0.0006, 0.0020, 0.0000, 0.0001, 0.0000, 0.0007, -0.0018, 0.0002, -0.0001, -0.0002, -0.0005, -0.0015, 0.0001, -0.0004, 0.0001, 0.0001, 0.0001],
  "charge": 2,
  "homo_energy_ev": [-11.21, -11.22],
  "energy_ev": -167659.546,
  "lumo_energy_ev": [-7.2, -7.2],
  "largest_force_ev_per_a": 4.31,
  "de_lowest_kcal_mol": 94.0,
  "spin_multiplicity": 2
}